[1]
The following is a quantum chemistry calculation of a molecular structure, C11H16BClMgN6 in a non-equilibrium geometry, from OMol25.

Relative energy (zero: lowest compared OMol25 entry of this formula, charge and spin): 0.0 kcal/mol
E_LUMO (spin up / spin down): -9.36 / -11.42 eV
Charge: +2
Molecular weight: 302.86 g mol⁻¹
Spin multiplicity: 1
E_HOMO (spin up / spin down): -0.57195 / -0.56644 hartree

Each line ends with the natural charge from an NBO analysis.
Positions of all 36 atoms, in Å:
Cl  2.25852  2.30502  1.40991  0.242
Mg  0.89963  -0.45569  0.75956  1.754
N  -0.69674  0.86323  0.90333  -0.534
N  -1.30501  1.29450  -0.26236  -0.319
N  0.56581  0.84487  -1.89741  -0.341
N  -0.44086  -1.65167  -0.41280  -0.363
N  1.55177  0.30213  -1.08089  -0.530
N  -1.20704  -0.92464  -1.31149  -0.205
C  2.14517  0.75652  2.11508  -0.674
C  0.61558  -2.37251  2.80671  -0.874
C  2.51872  1.50566  -2.73934  -0.305
C  -2.20628  -1.68519  -1.79339  0.070
C  2.73088  0.65093  -1.63122  0.009
C  -2.16790  2.28837  0.00889  0.035
C  -2.10588  2.54857  1.37520  -0.291
C  -0.91797  -2.91194  -0.43714  0.033
C  -2.05749  -2.98120  -1.28041  -0.018
C  -1.16671  1.63661  1.89504  0.004
C  1.13738  1.59038  -2.86418  0.042
B  -0.94553  0.58684  -1.59693  0.524
H  -0.45167  -3.70196  0.13044  0.260
H  -1.61206  0.97240  -2.50453  0.013
H  3.25491  2.01025  -3.34671  0.269
H  -2.67924  -3.82437  -1.48191  0.275
H  -2.94139  -1.24552  -2.44380  0.280
H  -0.09006  -3.20543  2.77671  0.262
H  1.39689  -2.54216  2.05044  0.190
H  -2.66544  3.29152  1.92302  0.269
H  1.68014  0.84358  3.09784  0.246
H  3.68052  0.30566  -1.26364  0.235
H  1.07645  -2.31075  3.79538  0.276
H  -2.75430  2.71554  -0.79362  0.256
H  -0.80264  1.51760  2.90828  0.230
H  0.52980  2.15580  -3.55634  0.253
H  0.04322  -1.45001  2.64522  0.175
H  3.12880  0.27706  2.09706  0.252

=====

[2]
The following is a quantum chemistry calculation of 2 unconnected molecules or ions with the total composition C3HNO2S in a non-equilibrium geometry, from OMol25.

Relative energy (zero: lowest compared OMol25 entry of this formula, charge and spin): 68.7 kcal/mol
E_LUMO (spin up / spin down): -2.74 / -2.74 eV
Charge: 0
Molecular weight: 115.11 g mol⁻¹
Spin multiplicity: 1
E_HOMO (spin up / spin down): -0.34494 / -0.34497 hartree

Each line ends with the natural charge from an NBO analysis.
Positions of all 8 atoms, in Å:
S  -0.28907  1.59005  -0.04431  -0.138
O  -0.37602  -1.10593  1.71563  -0.441
O  1.90425  -0.99091  -1.01574  -0.301
N  -2.39307  0.89389  -1.85816  -0.353
C  0.99107  -0.90970  -0.33287  0.753
C  -1.54103  1.13220  -1.11357  0.036
C  0.52687  -0.66686  1.06496  0.194
H  1.17701  0.05726  1.58407  0.250

=====

[3]
The following is a quantum chemistry calculation of a single C7H8OSi molecule in a non-equilibrium geometry, from OMol25.

Relative energy (zero: lowest compared OMol25 entry of this formula, charge and spin): 139.8 kcal/mol
E_LUMO (spin up / spin down): -0.80 / -1.05 eV
Charge: 0
Molecular weight: 136.23 g mol⁻¹
Spin multiplicity: 1
E_HOMO (spin up / spin down): -0.32643 / -0.31986 hartree

Each line ends with the natural charge from an NBO analysis.
Positions of all 17 atoms, in Å:
Si  1.11944  -0.70765  -2.20576  0.826
O  1.72812  2.24149  -0.95685  -0.522
C  0.11449  1.33585  0.57429  0.064
C  -1.12739  -0.23538  2.09188  -0.189
C  -1.29871  -1.34100  1.32230  -0.183
C  -0.59524  -1.62580  0.10180  -0.346
C  0.04603  -0.81112  -0.71713  -0.273
C  0.66702  2.25958  -0.35819  0.275
C  -0.26977  0.91397  1.76475  -0.295
H  0.01365  3.13359  -0.63496  0.134
H  2.27715  -1.35004  -1.71676  -0.156
H  1.24461  0.82305  -2.72710  -0.087
H  0.00890  1.68200  2.49165  0.228
H  0.58518  -1.58271  -3.44973  -0.143
H  -2.08411  -2.16336  1.58785  0.224
H  -1.58894  0.02960  2.99679  0.221
H  -0.84042  -2.60208  -0.16482  0.223

=====

[4]
The following is a quantum chemistry calculation of a molecular structure, C29H30N2O7SSeSiTa in a non-equilibrium geometry, from OMol25.

Relative energy (zero: lowest compared OMol25 entry of this formula, charge and spin): 96.7 kcal/mol
E_LUMO: -3.51 eV
Charge: +1
Molecular weight: 838.63 g mol⁻¹
Spin multiplicity: 1
E_HOMO: -0.35894 hartree

Each line ends with the Mulliken charge.
Positions of all 72 atoms, in Å:
Ta  -0.31202  0.62743  -0.82296  0.869
Se  -0.32916  -1.77945  -0.37425  0.476
S  0.91114  2.99913  0.82543  1.493
Si  -1.76325  -3.61791  0.14547  0.387
O  -2.55782  1.46808  3.38415  -0.490
O  1.66087  3.59136  -0.24073  -0.716
O  -1.33051  0.79599  -2.45980  -0.529
O  -0.45051  3.43424  1.01384  -0.666
O  -2.85263  2.01976  -3.59637  -0.564
O  -1.15622  0.28613  2.09948  -0.389
O  0.84775  1.45334  0.59881  -0.161
N  0.95492  -2.43249  -1.62943  -0.097
N  -2.25672  1.44770  -0.17123  0.489
C  2.94708  -1.21849  -0.87203  -0.681
C  0.45550  -2.79607  -2.93351  0.213
C  3.72232  -0.06654  -0.85381  -0.492
C  3.62074  4.10835  3.53439  -0.715
C  -2.47749  -4.39255  -1.37150  -0.989
C  3.23162  3.42693  4.68477  0.954
C  -3.83602  2.54778  1.26096  -0.792
C  -2.39735  1.62559  -2.57201  0.287
C  1.40429  2.44050  3.44719  -0.168
C  -0.82801  -2.54951  -3.39367  0.136
C  -0.59687  -4.74052  1.03965  -1.138
C  1.81064  3.13658  2.31806  0.010
C  -4.50111  3.09871  0.18199  -0.717
C  1.37625  -3.42233  -3.77402  -0.329
C  -3.01321  -2.75226  1.22059  -0.854
C  1.01557  -3.78499  -5.05776  -0.629
C  -2.04478  1.09232  2.21074  0.080
C  3.37648  1.04284  -1.61385  -0.644
C  -2.93979  1.97248  -1.20983  0.601
C  1.45564  -0.15360  -2.44323  -1.104
C  2.11874  2.58917  4.62176  -1.042
C  2.24131  1.00170  -2.40861  -0.157
C  2.92253  3.96618  2.34711  -0.542
C  -2.72954  1.73724  1.05400  0.693
C  -4.04031  2.79063  -1.08707  -0.661
C  -1.18822  -2.92524  -4.68499  -1.032
C  1.82544  -1.27899  -1.68273  -0.064
C  4.00797  3.58788  5.96067  -1.441
C  -0.27300  -3.53829  -5.52099  -0.611
H  3.22403  4.49233  1.45235  0.534
H  3.52919  3.06596  6.78699  0.353
H  0.12575  -5.17867  0.34955  0.329
H  4.48464  4.76061  3.56778  0.406
H  1.81337  2.04632  5.50742  0.316
H  1.96707  1.85522  -3.01447  0.470
H  -4.15365  2.74289  2.27294  0.623
H  -1.15283  -5.55682  1.50806  0.415
H  -4.50163  3.16457  -1.99027  0.545
H  -3.21462  -3.75875  -1.86423  0.288
H  5.01828  3.19161  5.84854  0.330
H  0.55445  1.77312  3.39652  0.283
H  3.20512  -2.07881  -0.26843  0.516
H  0.61894  -0.22059  -3.13570  0.892
H  -1.71639  -4.67736  -2.09715  0.296
H  -0.55596  -3.82553  -6.52421  0.423
H  -0.05362  -4.20790  1.82043  0.337
H  1.73988  -4.27029  -5.69821  0.411
H  -1.56262  -2.06299  -2.76662  0.647
H  -2.95020  -1.66764  1.11611  0.007
H  -2.98591  -5.30421  -1.04046  0.468
H  3.98194  1.93730  -1.57961  0.432
H  -2.19246  -2.72137  -5.03264  0.446
H  2.37505  -3.61841  -3.40447  0.469
H  -5.35503  3.74469  0.32749  0.471
H  -2.09191  0.98539  4.08440  0.446
H  -2.86571  -3.00201  2.27128  0.342
H  4.09920  4.64085  6.22811  0.361
H  4.60437  -0.03243  -0.22809  0.447
H  -4.02099  -3.05589  0.93192  0.423